17
Properties=species:S:1:pos:R:3 method="wB97M-V/def2-TZVPD" homo_lumo_gap_ev="7.40 / 7.40" smiles="C=PP(=C)=NCCO" relative_energy_kcal_mol=29.61 total_energy_ev=-26404.8175 charge=0
C -0.640 -2.193 -0.704
C -2.398 1.463 0.642
C 1.324 0.607 -0.943
C 1.606 0.548 0.657
N -0.072 0.647 -1.164
O 0.942 -0.541 1.267
P -0.927 -0.566 -0.704
P -2.949 0.040 -0.062
H -1.579 -2.864 -0.438
H 0.401 -2.535 -0.930
H -2.954 1.848 1.458
H -1.399 1.787 0.638
H 1.847 1.581 -1.177
H 1.734 -0.107 -1.550
H 1.135 1.357 1.192
H 2.640 0.340 0.810
H 1.289 -1.412 1.009

16
Properties=species:S:1:pos:R:3 method="wB97M-V/def2-TZVPD" homo_lumo_gap_ev="2.14 / 8.52" s_squared=0.75 relative_energy_kcal_mol=35.43 total_energy_ev=-18664.7261 charge=-1 multiplicity=2
O -1.734 -1.610 -0.278
C -1.015 -1.127 0.646
N 0.167 -0.382 0.487
C 0.760 -0.097 -0.716
C 0.624 1.523 -1.172
S 0.943 1.768 -2.930
C -1.273 -1.202 2.137
H 0.328 0.295 1.179
H 0.107 -0.584 -1.492
H 1.828 -0.484 -0.967
H -0.407 1.926 -1.008
H 1.488 1.837 -0.604
H 2.265 1.806 -3.098
H -0.391 -0.930 2.810
H -1.625 -2.186 2.556
H -2.063 -0.552 2.448

16
Properties=species:S:1:pos:R:3 method="wB97M-V/def2-TZVPD" homo_lumo_gap_ev=10.12 smiles="C[C@H](CS)NC=O" relative_energy_kcal_mol=17.04 total_energy_ev=-18666.7875 charge=0
O 1.191 1.322 2.210
C 1.744 0.778 1.276
N 1.164 0.266 0.183
C -0.280 -0.143 0.292
C -1.140 0.655 -0.622
S -0.990 0.250 -2.432
C -0.352 -1.665 0.249
H 2.858 0.750 1.276
H 1.656 0.017 -0.655
H -0.481 0.220 1.309
H -2.181 0.470 -0.385
H -0.924 1.718 -0.520
H -1.117 1.493 -2.829
H 0.224 -2.049 1.091
H -0.004 -2.018 -0.729
H -1.367 -2.063 0.285

16
Properties=species:S:1:pos:R:3 method="wB97M-V/def2-TZVPD" homo_lumo_gap_ev=9.76 smiles="CC(=O)NCCS" relative_energy_kcal_mol=18.93 total_energy_ev=-18666.7058 charge=0
O -1.841 -0.146 0.618
C -0.826 0.298 1.104
N 0.387 -0.357 0.926
C 0.680 -0.994 -0.360
C 0.262 -0.199 -1.589
S -0.320 -1.303 -2.968
C -0.715 1.619 1.837
H 1.148 0.106 1.390
H 0.165 -1.955 -0.346
H 1.731 -1.243 -0.367
H -0.648 0.354 -1.390
H 1.122 0.254 -2.043
H 0.718 -2.153 -2.926
H 0.075 1.466 2.584
H -1.612 1.896 2.381
H -0.326 2.355 1.149

16
Properties=species:S:1:pos:R:3 method="wB97M-V/def2-TZVPD" homo_lumo_gap_ev=9.64 smiles="CC(=O)NCCS" relative_energy_kcal_mol=47.55 total_energy_ev=-18665.4644 charge=0
O -0.841 -1.598 0.743
C -0.434 -1.260 -0.374
N 0.403 -0.174 -0.618
C 1.011 0.487 0.603
C -0.075 1.400 1.228
S 0.255 2.860 2.250
C -0.772 -2.083 -1.584
H 0.088 0.450 -1.358
H 1.336 -0.248 1.313
H 1.815 1.096 0.306
H -0.650 0.756 1.845
H -0.741 1.846 0.502
H 1.086 3.389 1.057
H -1.506 -2.974 -1.261
H -1.282 -1.581 -2.475
H 0.308 -2.365 -2.177

16
Properties=species:S:1:pos:R:3 method="wB97M-V/def2-TZVPD" homo_lumo_gap_ev=10.19 smiles="C[C@H](CS)NC=O" relative_energy_kcal_mol=12.25 total_energy_ev=-18666.9951 charge=0
O 2.185 1.136 1.480
C 2.137 0.676 0.360
N 1.010 0.337 -0.308
C -0.204 0.025 0.453
C -1.426 0.602 -0.260
S -1.528 0.159 -2.037
C -0.319 -1.490 0.657
H 3.046 0.587 -0.260
H 1.070 -0.124 -1.204
H -0.078 0.503 1.421
H -2.309 0.126 0.158
H -1.422 1.679 -0.193
H -0.956 1.276 -2.502
H 0.597 -1.844 1.126
H -0.669 -1.980 -0.253
H -1.134 -1.669 1.363

16
Properties=species:S:1:pos:R:3 method="wB97M-V/def2-TZVPD" homo_lumo_gap_ev=9.38 relative_energy_kcal_mol=49.30 total_energy_ev=-18665.3885 charge=0
C -0.232 1.433 -0.071
C 0.221 -0.047 -0.041
C 1.691 -0.210 0.410
C -0.620 -0.900 0.955
H 0.119 1.974 -0.969
H 0.104 2.011 0.798
H -1.312 1.631 -0.204
H 1.973 -1.259 0.339
H 1.831 0.207 1.406
H 2.422 0.353 -0.223
H 0.725 -0.422 -1.905
H -0.192 -1.433 1.820
H -2.033 -0.380 -1.355
N -1.816 -1.327 0.848
O -0.026 -0.610 -1.327
S -2.856 -1.022 -0.482

16
Properties=species:S:1:pos:R:3 method="wB97M-V/def2-TZVPD" homo_lumo_gap_ev=9.62 smiles="CNC(=O)CCS" relative_energy_kcal_mol=25.94 total_energy_ev=-18666.4018 charge=0
C 0.307 0.463 -0.168
C 0.866 1.197 -1.376
S 0.603 2.972 -1.688
C -0.417 -0.814 -0.593
N -0.880 -1.626 0.452
C -0.626 -1.264 1.841
O -0.471 -1.197 -1.730
H 1.140 0.186 0.474
H -0.367 1.154 0.326
H 1.953 1.063 -1.390
H 0.581 0.725 -2.317
H -0.179 3.213 -0.630
H -0.563 -2.544 0.167
H -1.422 -1.703 2.452
H 0.328 -1.618 2.216
H -0.852 -0.208 1.962

16
Properties=species:S:1:pos:R:3 method="wB97M-V/def2-TZVPD" homo_lumo_gap_ev="7.42 / 7.35" relative_energy_kcal_mol=92.65 total_energy_ev=-18663.5089 charge=0
C -0.717 1.336 0.008
C -2.020 0.474 -0.191
C 0.754 -0.383 0.654
C 1.477 -1.517 0.076
N 0.477 0.668 -0.253
O -2.208 -0.774 2.129
S -1.754 -0.992 0.812
H -0.838 2.192 -0.723
H -0.696 1.638 1.013
H -3.044 0.879 -0.023
H -1.996 0.127 -1.284
H 0.633 -0.253 1.644
H 1.561 -1.448 -1.026
H 0.740 -2.385 0.327
H 2.465 -1.457 0.578
H 0.726 0.502 -1.224

16
Properties=species:S:1:pos:R:3 method="wB97M-V/def2-TZVPD" homo_lumo_gap_ev=9.60 relative_energy_kcal_mol=124.66 total_energy_ev=-18662.1205 charge=0
C -0.616 0.334 -1.177
C -0.381 -0.088 0.259
C 0.470 0.953 1.077
C 0.362 -1.393 0.514
H 1.137 -0.491 -2.529
H 1.311 0.894 -1.281
H -1.038 1.221 -1.143
H -1.456 -0.369 -1.573
H -1.497 -0.042 1.935
H 1.134 1.894 0.778
H -0.493 1.607 1.586
H 1.427 -1.875 -0.049
H -0.556 -2.065 0.764
N 0.595 0.420 -2.005
O -1.625 -0.411 0.932
S 1.224 -0.589 1.914

16
Properties=species:S:1:pos:R:3 method="wB97M-V/def2-TZVPD" homo_lumo_gap_ev=9.23 smiles="CS[C@@H](C)C(N)=O" relative_energy_kcal_mol=34.21 total_energy_ev=-18666.0428 charge=0
C 1.385 0.449 -0.013
C 0.256 -2.103 0.185
C -1.133 1.810 0.025
C 0.130 -0.567 0.489
N 1.785 0.432 -1.293
O 1.854 1.138 0.866
S -1.307 0.090 -0.297
H 1.301 -2.396 0.111
H -0.283 -2.893 0.869
H -0.123 -2.287 -0.836
H -0.668 2.443 -0.682
H -0.394 1.881 0.888
H -2.227 2.197 0.025
H 0.002 -0.431 1.648
H 1.386 -0.219 -1.920
H 2.671 0.908 -1.383

16
Properties=species:S:1:pos:R:3 method="wB97M-V/def2-TZVPD" homo_lumo_gap_ev="8.43 / 8.53" relative_energy_kcal_mol=164.77 total_energy_ev=-18660.3814 charge=0
C -1.520 0.273 0.669
C -2.025 1.260 -0.354
C -0.829 0.392 -0.680
C 2.161 -0.984 0.124
N 1.915 0.029 -0.913
O 0.840 1.702 1.481
S 0.747 1.285 -0.726
H -0.971 0.770 1.461
H -1.926 -0.696 0.967
H -2.750 1.051 -1.109
H -2.022 2.300 0.151
H -1.132 -0.155 -1.566
H 2.248 -0.605 1.079
H 1.375 -1.740 0.140
H 3.171 -1.370 0.012
H 2.777 0.544 -1.021

- Look up the charge of the fourth one.
  0